(1)
Computed, not measured: C35H29IrN7O2 as an isolated structure at a distorted geometry, with ωB97M-V/def2-TZVPD.

XYZ file:
```
74
Properties=species:S:1:pos:R:3:forces:R:3
Ir 0.316649 0.402303 0.895105 -0.1 2.0 -3.7
C 4.460449 5.722603 -1.840195 0.1 0.0 -0.1
C 3.370549 4.896203 -1.247395 -0.2 -0.3 0.3
C 2.028649 5.250703 -1.387295 0.2 -0.1 0.1
C 1.038549 4.487803 -0.822195 -0.1 -0.6 0.0
C 1.306849 3.297603 -0.109095 1.5 0.5 -0.9
N 0.281049 2.582703 0.446405 0.3 -5.0 1.5
C -0.763851 3.318503 0.950405 -1.9 0.9 0.6
C -0.508451 4.529003 1.630105 0.1 -0.7 0.0
C -1.511251 5.313503 2.138805 -0.3 -0.1 -0.1
C -2.850851 4.961403 1.972105 0.3 -0.3 -0.3
C -3.948451 5.807903 2.520705 -0.1 0.0 0.2
C -3.125751 3.761603 1.327705 0.1 0.3 0.3
C -2.121251 2.936803 0.840405 1.0 0.8 0.4
N -2.512851 1.735903 0.236705 -0.1 0.2 -0.4
C -3.639251 1.551303 -0.484995 0.2 -0.5 -0.1
C -3.777851 0.199703 -0.688895 0.1 0.2 0.2
C -2.683751 -0.374097 -0.041195 -0.2 -0.1 -0.1
N -1.919551 0.564003 0.502605 1.4 -0.7 1.0
C 2.664449 2.908203 -0.032895 -0.9 0.7 -0.2
C 3.655749 3.711203 -0.578995 0.0 0.2 -0.2
N 3.070149 1.716703 0.588205 0.4 0.2 0.8
C 4.239649 1.523103 1.238805 -0.5 -0.3 -0.1
C 4.421749 0.166103 1.361305 -0.1 -0.1 -0.3
C 3.309149 -0.405597 0.741605 0.6 0.2 0.3
N 2.481549 0.538503 0.302905 -1.6 -0.7 0.6
H 4.146049 6.757503 -1.953695 0.1 0.0 0.0
H 4.718249 5.333903 -2.826795 0.1 0.1 0.0
H 5.355149 5.686803 -1.222195 0.1 0.1 0.0
H 1.764649 6.133703 -1.948895 0.0 0.1 0.0
H 0.008549 4.777903 -0.949095 -0.1 0.1 0.0
H 0.519549 4.812803 1.783605 0.1 0.1 0.0
H -1.259451 6.213903 2.676105 0.0 0.1 0.1
H -3.632851 6.844103 2.624005 0.0 0.0 0.0
H -4.227651 5.437103 3.508705 -0.1 0.1 0.0
H -4.830851 5.765303 1.885405 -0.1 0.1 0.0
H -4.151651 3.439103 1.232605 -0.1 0.0 0.0
H -4.228251 2.381903 -0.819395 -0.1 0.1 0.0
H -4.547451 -0.310397 -1.228195 -0.2 -0.1 -0.1
H -2.454551 -1.414797 0.047805 0.2 -0.1 0.0
H 4.679549 3.376003 -0.514095 0.1 0.0 0.0
H 4.817649 2.347103 1.607605 0.1 0.2 -0.1
H 5.232949 -0.341997 1.836505 0.2 -0.1 0.1
H 3.110049 -1.444197 0.577505 -0.3 -0.2 0.1
O 0.990249 -1.523097 2.072405 -0.3 1.8 -0.1
C 0.633549 -2.236597 1.121905 -0.4 -1.5 -0.9
N 0.777849 -3.565497 0.975805 0.2 0.0 0.4
C -0.020451 -4.035797 -0.137395 -0.2 1.0 -0.7
C -0.449051 -2.630597 -0.781395 -0.3 -1.4 -0.8
O -1.107051 -2.534897 -1.778895 0.0 0.3 -0.1
N 0.014449 -1.692097 0.042005 1.2 3.3 2.5
C 0.776249 -4.748097 -1.195495 0.2 -0.3 -0.3
C 1.733249 -4.005697 -1.888395 -0.1 -0.3 0.0
C 2.399649 -4.555897 -2.964195 0.0 0.0 0.0
C 2.133949 -5.860297 -3.348795 0.0 -0.1 0.1
C 1.228249 -6.621297 -2.629195 0.1 -0.1 -0.1
C 0.540749 -6.068997 -1.562495 0.1 0.3 0.3
C -1.354251 -4.602597 0.260905 -0.4 -0.3 0.3
C -2.237351 -5.012597 -0.739195 0.2 0.0 0.1
C -3.527351 -5.386797 -0.422095 0.0 0.1 0.0
C -3.965251 -5.333097 0.891405 0.0 0.0 0.1
C -3.100551 -4.910597 1.888205 -0.3 0.0 0.0
C -1.805051 -4.539297 1.578005 0.2 -0.1 -0.2
H 1.201549 -4.175297 1.655105 -0.1 0.1 0.1
H 1.929949 -2.981697 -1.601595 0.0 0.1 0.0
H 3.105749 -3.961397 -3.522095 0.1 0.1 0.0
H 2.631549 -6.282897 -4.206495 0.1 -0.1 -0.1
H 1.042649 -7.646797 -2.908395 0.0 -0.1 0.0
H -0.173751 -6.661297 -1.009595 -0.1 0.0 0.0
H -1.915751 -5.000697 -1.767495 0.0 0.0 -0.1
H -4.201051 -5.685897 -1.209495 -0.1 -0.1 -0.1
H -4.980851 -5.604697 1.131805 -0.1 -0.1 0.1
H -3.447051 -4.841397 2.907905 0.0 0.0 0.1
H -1.156551 -4.193497 2.369005 0.1 0.0 0.1
```
Positions in Å, forces in eV/Å.

M: 771.9 g mol⁻¹
total energy: -54123.356 eV
Kohn-Sham gap (alpha / beta): 5.43 / 5.46 eV
multiplicity: 1
charge: +1

(2)
Computed, not measured: C35H29KN4O2P2S3 as an isolated structure, with ωB97M-V/def2-TZVPD.

XYZ file:
```
76
Properties=species:S:1:pos:R:3:forces:R:3
K -2.012138 -0.511239 0.916599 0.0 -0.3 -0.2
S -0.903028 -3.249774 2.009659 0.0 0.0 0.0
P 0.760743 -2.617155 1.041273 0.3 -0.3 0.1
C 0.588321 -1.449999 -0.083760 -0.2 0.4 0.1
P 1.479389 -0.634113 -1.205208 0.2 0.0 0.2
S 0.810552 -0.447450 -3.075315 0.0 0.0 -0.2
C 3.231434 -1.267722 -1.284180 -0.1 0.0 -0.1
C 4.143507 -1.038989 -0.256456 0.0 0.0 0.1
C 5.401803 -1.625803 -0.265701 0.0 0.0 0.0
C 5.762954 -2.476750 -1.302901 0.0 0.0 0.0
C 4.857169 -2.722258 -2.327557 0.1 0.0 0.0
C 3.610094 -2.115666 -2.321467 -0.1 0.0 0.0
C 1.760925 1.125757 -0.655784 0.0 0.0 -0.1
C 2.940868 1.822996 -0.911310 0.0 -0.1 0.0
C 3.104043 3.141334 -0.507579 0.0 0.0 0.0
C 2.076162 3.805657 0.146937 0.0 0.0 0.0
C 0.878348 3.139927 0.378298 0.1 0.1 0.0
C 0.731204 1.821138 -0.021185 -0.1 0.0 0.0
C 1.912732 -2.189465 2.442387 -0.1 0.0 0.0
C 2.403966 -3.139340 3.335633 0.0 -0.1 0.0
C 3.229099 -2.768419 4.385635 0.0 0.0 0.0
C 3.558892 -1.429771 4.574635 0.0 0.0 0.0
C 3.054891 -0.472109 3.705715 0.0 0.0 0.1
C 2.241750 -0.855217 2.646532 0.0 0.0 -0.1
C 1.600066 -4.145181 0.388640 -0.2 0.0 0.0
C 0.816378 -5.137687 -0.203200 -0.1 0.1 0.1
C 1.397869 -6.234860 -0.810742 0.1 -0.1 -0.1
C 2.784155 -6.369018 -0.841194 -0.1 0.0 0.0
C 3.574185 -5.388325 -0.264074 -0.1 0.0 0.0
C 2.981520 -4.285265 0.342858 0.1 0.1 0.0
H 3.865574 -0.397382 0.570326 0.0 0.0 0.0
H 6.092922 -1.430218 0.546691 0.0 0.0 0.0
H 6.740524 -2.946148 -1.306700 0.0 0.0 0.0
H 5.123754 -3.393314 -3.136836 0.0 0.0 0.0
H 2.903332 -2.288887 -3.125028 0.0 0.0 0.0
H 3.742824 1.323174 -1.441062 0.0 0.0 0.0
H 4.038441 3.654893 -0.707453 0.0 0.0 0.0
H 2.203310 4.834013 0.465960 0.0 0.0 0.0
H 0.052513 3.640578 0.870428 0.0 0.0 0.0
H -0.226650 1.344638 0.148162 0.1 -0.1 0.0
H 2.127083 -4.179449 3.204937 0.0 0.0 0.0
H 3.612784 -3.520861 5.066157 0.0 0.0 0.0
H 4.200283 -1.137880 5.398814 0.0 0.0 0.0
H 3.298931 0.574256 3.851478 0.0 0.0 0.0
H 1.845751 -0.122701 1.947823 0.0 0.0 0.0
H -0.261782 -5.030168 -0.165937 0.0 0.0 0.0
H 0.771684 -6.992939 -1.268602 0.0 0.0 0.0
H 3.242242 -7.228705 -1.317776 0.0 0.0 0.0
H 4.654718 -5.468773 -0.295703 0.0 0.0 0.0
H 3.611316 -3.515680 0.770700 0.0 0.0 0.0
N -3.738316 6.830085 -2.530961 0.0 0.0 -0.1
C -3.805493 5.751790 -1.631509 0.0 0.0 0.0
C -2.858558 4.731703 -1.682783 0.0 0.0 0.0
C -2.943664 3.655629 -0.817105 0.0 0.0 0.0
C -3.979103 3.587012 0.105491 0.0 0.1 -0.1
C -4.934677 4.588214 0.152913 0.0 0.0 0.0
C -4.846830 5.668372 -0.709738 0.0 0.0 0.0
S -4.053049 2.204252 1.206133 0.0 -0.1 0.1
O -5.015163 2.526455 2.235946 0.0 0.1 -0.1
O -2.679768 1.999612 1.643217 0.1 0.1 0.1
N -4.396913 0.915079 0.351849 -0.1 -0.1 0.0
C -5.591582 0.762510 -0.256131 0.2 0.1 0.1
N -6.480327 1.782304 -0.320854 -0.1 0.0 0.0
C -7.615392 1.551502 -0.955049 0.0 0.0 0.0
C -7.929167 0.337435 -1.543933 0.0 0.1 0.0
C -6.949676 -0.641837 -1.428769 0.1 0.0 0.0
N -5.802375 -0.458826 -0.808248 -0.1 0.0 0.0
H -2.814416 6.985394 -2.903312 0.0 0.0 0.0
H -4.129977 7.685151 -2.168734 0.0 0.0 0.0
H -2.047075 4.783390 -2.399949 0.0 0.0 0.0
H -2.197287 2.872520 -0.852651 0.0 0.0 0.0
H -5.740418 4.499316 0.867911 0.0 0.0 0.0
H -5.595071 6.453624 -0.679367 0.0 0.0 0.0
H -8.311832 2.386525 -1.001224 0.0 0.0 0.0
H -8.862609 0.165652 -2.060321 0.0 0.0 0.0
H -7.098671 -1.626542 -1.866395 0.0 0.0 0.0
```
Positions in Å, forces in eV/Å.

M: 734.9 g mol⁻¹
total energy: -114233.333 eV
energy above the lowest of the compared OMol25 structures with the same formula, charge and spin: 11.6 kcal per mole
Kohn-Sham gap: 5.43 eV
multiplicity: 1
charge: -2

(3)
Computed, not measured: C35H30BBrIO4PPb as an isolated structure, with ωB97M-V/def2-TZVPD.

XYZ file:
```
74
Properties=species:S:1:pos:R:3:forces:R:3
Pb -2.124561 -1.107708 -1.995534 -0.1 -0.1 -0.1
O -0.358913 -5.014960 -1.015012 0.0 0.0 0.1
C -0.630555 -4.073242 -1.736810 -0.2 0.0 0.0
O -1.606115 -3.245097 -1.545853 0.2 -0.1 0.1
C 0.203211 -3.915465 -2.998910 0.1 0.0 0.0
C 0.421549 -5.074945 -3.738915 0.0 0.0 0.0
C 1.196313 -5.053179 -4.885352 0.0 0.0 0.0
C 1.799861 -3.869380 -5.291422 0.0 0.0 0.0
C 1.615374 -2.714062 -4.550383 0.0 0.0 0.0
C 0.810655 -2.723251 -3.408613 0.0 0.0 0.0
P 0.564436 -1.198048 -2.449625 0.2 0.1 0.0
C 1.182484 0.134341 -3.519354 0.0 0.0 -0.1
C 0.341863 0.579339 -4.541016 0.0 0.0 0.0
C 0.764338 1.561941 -5.425435 0.0 0.0 0.1
C 2.030744 2.114299 -5.288767 0.0 0.0 0.0
C 2.871605 1.676993 -4.274206 0.0 0.0 0.0
C 2.453423 0.687584 -3.394452 0.1 0.0 0.0
C 1.703754 -1.285769 -1.041482 0.0 0.0 0.0
C 1.970767 -0.118964 -0.324154 0.1 0.0 0.0
C 2.781036 -0.160864 0.797212 0.0 -0.1 0.0
C 3.308528 -1.373889 1.227049 0.0 0.0 0.0
C 3.028949 -2.538466 0.528027 0.0 0.0 0.0
C 2.232640 -2.498504 -0.609624 0.0 0.0 0.0
H -0.021669 -5.996369 -3.386038 0.0 0.0 0.0
H 1.339376 -5.961941 -5.458356 0.0 0.0 0.0
H 2.418500 -3.845359 -6.179980 0.0 0.0 0.0
H 2.098282 -1.798170 -4.867928 0.0 0.0 0.0
H -0.644207 0.140192 -4.658169 0.0 0.0 0.0
H 0.101500 1.901495 -6.211546 0.0 0.0 0.0
H 2.361606 2.887401 -5.971346 0.0 0.0 0.0
H 3.859323 2.105820 -4.166965 0.0 0.0 0.0
H 3.117064 0.350066 -2.607627 0.0 0.0 -0.1
H 1.532237 0.822570 -0.637140 0.0 0.0 0.0
H 2.987808 0.748174 1.348024 0.0 0.0 0.0
H 3.935473 -1.409117 2.109513 0.0 0.0 0.0
H 3.427312 -3.485545 0.867764 0.0 0.0 0.0
H 2.013737 -3.416446 -1.139851 0.0 0.0 0.0
Br -4.567873 5.041520 -4.697504 0.0 0.0 0.0
C -4.056720 5.236697 -2.890243 0.0 0.0 0.0
C -4.445977 6.396626 -2.234861 0.0 0.0 0.1
C -4.099474 6.595319 -0.907859 0.0 0.0 0.0
C -3.361532 5.634758 -0.230812 0.0 0.0 0.0
C -2.971437 4.476038 -0.883544 0.0 0.1 0.0
C -3.317419 4.272983 -2.214925 0.0 -0.1 0.0
I -2.697527 2.496124 -3.111149 0.0 0.0 0.0
H -5.021194 7.138488 -2.771097 0.0 0.0 0.0
H -4.409372 7.502993 -0.405260 0.0 0.0 0.0
H -3.088594 5.781785 0.806452 0.0 0.0 0.0
H -2.399232 3.721379 -0.359144 0.0 0.0 0.0
C 1.726058 0.236347 5.601140 0.0 0.0 0.0
C 0.279876 -0.128856 5.936099 0.0 0.0 0.0
C 0.291399 -1.413635 6.776886 0.0 0.0 0.0
C -0.325147 1.014755 6.762216 0.0 0.0 0.0
C -0.562872 -0.351988 4.678410 0.0 0.0 0.0
C -1.914953 -0.691163 4.810371 -0.1 0.0 0.0
C -2.746717 -0.920663 3.716570 0.0 0.0 0.2
C -2.176826 -0.797988 2.471749 -0.2 -0.1 -0.2
O -2.747145 -0.967717 1.222615 0.2 0.1 0.2
B -1.714142 -0.739835 0.313536 -0.1 0.0 0.0
O -0.540934 -0.404982 0.983048 -0.2 0.0 0.1
C -0.852401 -0.461369 2.326643 0.2 0.0 -0.2
C -0.019807 -0.233192 3.397236 0.1 0.0 0.1
H 2.285087 0.384644 6.527264 0.0 0.0 0.0
H 1.785554 1.162908 5.023726 0.0 0.0 0.0
H 2.221771 -0.557173 5.035654 0.0 0.0 0.0
H 0.901101 -1.271813 7.673198 0.0 0.0 0.0
H 0.707677 -2.246490 6.205002 0.0 0.0 0.0
H -0.714484 -1.694336 7.094986 0.0 0.0 0.0
H 0.279492 1.195123 7.655106 0.0 0.0 0.0
H -1.341525 0.782406 7.085797 0.0 0.0 0.0
H -0.360218 1.937664 6.178035 0.0 0.0 0.0
H -2.342129 -0.788629 5.801296 0.0 0.0 0.0
H -3.787974 -1.188717 3.839517 0.0 0.0 0.0
H 1.017913 0.018487 3.226132 -0.1 0.0 0.0
```
Positions in Å, forces in eV/Å.

M: 970.4 g mol⁻¹
total energy: -138330.753 eV
energy above the lowest of the compared OMol25 structures with the same formula, charge and spin: 3.2 kcal per mole
Kohn-Sham gap: 8.06 eV
multiplicity: 1

> The highest M belongs to which entry?

C35H30BBrIO4PPb